A:
The following is a DFT calculation (ωB97M-V with the def2-TZVPD basis set) of 2 unconnected molecules or ions with the total composition H2N2O3S.

Last columns: bonded neighbours and bond lengths (Å).
CARTESIAN COORDINATES (ANGSTROEM)
1 H -0.143 -1.063 -1.393  N3 0.970
2 O 1.155 -0.137 1.146  N5 1.233
3 N -0.464 -0.154 -1.505  H1 0.970, H6 1.033, S8 1.665
4 O -0.290 2.162 -0.627  S8 1.449
5 N 0.874 -0.805 2.144  O2 1.233, O7 1.192
6 H -1.477 0.043 -1.471  N3 1.033
7 O -0.205 -1.054 2.588  N5 1.192
8 S 0.551 1.009 -0.882  N3 1.665, O4 1.449

Values from the calculation:
**2S+1**: 1
**LUMO (spin up / spin down)**: -0.77 / -2.03 eV
**HOMO level (spin up / spin down)**: -9.8 / -7.8 eV
**HOMO-LUMO gap (spin up / spin down)**: 8.98 / 5.76 eV



B:
The following is a DFT calculation (ωB97M-V with the def2-TZVPD basis set) of 2 unconnected molecules or ions with the total composition H2N2O3S.

Last columns: bonded neighbours and bond lengths (Å).
CARTESIAN COORDINATES (ANGSTROEM)
1 N -0.923 1.858 -1.105  O3 1.182, O4 1.198, O7 1.378
2 H 1.432 -1.119 -0.283  N8 1.054
3 O -1.810 2.572 -1.423  N1 1.182
4 O 0.001 1.361 -1.684  N1 1.198
5 H -0.313 0.914 0.443  O7 0.973
6 S 1.272 -0.564 1.886  N8 1.519
7 O -1.084 1.457 0.203  N1 1.378, H5 0.973
8 N 0.828 -0.642 0.436  H2 1.054, S6 1.519

Values from the calculation:
**2S+1**: 1
**SMILES**: O=[N+]([O-])O.N=S
**LUMO (spin up / spin down)**: -1.89 / -1.88 eV
**HOMO level (spin up / spin down)**: -9.3 / -9.3 eV
**HOMO-LUMO gap (spin up / spin down)**: 7.45 / 7.45 eV



Short version: A is the most stable of them.